# 1
# C21H34F4N4O3V

A structure of composition C21H34F4N4O3V (ωB97M-V/def2-TZVPD, the OMol25 dataset).

The total energy comes out at -2608.630376 a.u. As for the total charge: +1. The spin multiplicity is 3. Its LUMO energy (alpha / beta) is -2.23 / -2.23 eV. For the maximum force, the calculation gives 0.00295 hartree/bohr. The calculation puts the gap between HOMO and LUMO (alpha / beta) at 8.172 / 8.300 eV.

```
67
C21H34F4N4O3V ωB97M-V/def2-TZVPD
V -0.0650 -0.0739 0.1632
C 1.9892 -1.1629 -3.8102
N 1.4218 0.1665 -3.5913
C 1.2178 0.9677 -4.7897
C 1.1008 0.5605 -2.3756
O 1.3165 -0.1381 -1.3630
C 0.4407 1.9187 -2.1666
O 0.2430 2.0337 -0.7709
C -0.7535 2.9538 -0.3788
C -1.3115 2.4334 0.9384
O -0.8584 1.3621 1.3893
N -2.2446 3.1235 1.5688
C -2.8275 2.6066 2.8055
C -2.7823 4.3927 1.1003
H 2.9746 -1.0677 -4.2659
H 1.3371 -1.7219 -4.4810
H 2.0666 -1.6853 -2.8638
H 2.1762 1.1537 -5.2747
H 0.7531 1.9212 -4.5620
H 0.5744 0.4249 -5.4818
H -0.5184 1.9442 -2.6916
H 1.0841 2.7261 -2.5282
H -1.5542 3.0047 -1.1218
H -0.3148 3.9474 -0.2524
H -2.5617 1.5620 2.9237
H -3.9107 2.7032 2.7492
H -2.4637 3.1779 3.6599
H -2.2403 4.7660 0.2377
H -2.7103 5.1324 1.8971
H -3.8314 4.2713 0.8294
C 3.0564 1.9381 0.8994
C 2.2321 1.2398 1.9740
N 1.7271 -0.1094 1.6039
C 2.8911 -0.9243 1.1764
C 2.6178 -2.3682 0.7961
C 1.0556 -0.6569 2.8064
C 0.0511 -1.7782 2.5224
N -0.5238 -1.6120 1.1877
C -1.2697 -2.6848 0.7074
C -1.0685 -3.1483 -0.5942
F -0.1317 -2.5424 -1.3560
C -1.7862 -4.1969 -1.1287
F -1.5257 -4.5760 -2.3869
C -2.7476 -4.8540 -0.3901
C -2.9667 -4.4121 0.9001
F -3.9022 -4.9980 1.6522
C -2.2557 -3.3535 1.4369
F -2.5626 -2.9446 2.6786
H 3.1082 3.0024 1.1304
H 2.6053 1.8230 -0.0860
H 4.0777 1.5645 0.8570
H 1.3630 1.8431 2.2325
H 2.8355 1.1468 2.8871
H 3.6438 -0.8924 1.9776
H 3.3220 -0.4238 0.3121
H 2.3083 -2.9758 1.6425
H 3.5442 -2.8004 0.4165
H 1.8649 -2.4423 0.0131
H 0.5169 0.1773 3.2563
H 1.7986 -0.9922 3.5402
H -0.7108 -1.7343 3.3033
H 0.5176 -2.7626 2.6058
H -3.3114 -5.6760 -0.8053
C -1.7591 -0.0489 -1.1351
H -1.5535 -0.2945 -2.1871
H -2.3489 0.8801 -1.1462
H -2.4609 -0.8167 -0.7930
```

# 2
# C4H7NO

The molecule C4H7NO at a distorted geometry (ωB97M-V/def2-TZVPD, the OMol25 dataset).

The total energy comes out at -286.501044 a.u. Its energy above the lowest of the compared OMol25 structures with the same formula, charge and spin is 81.95 kcal/mol. The spin multiplicity is 1. Its LUMO energy is 1.03 eV. For the maximum force, the calculation gives 0.04114 hartree/bohr. The calculation puts the gap between HOMO and LUMO at 9.726 eV.

```
13
C4H7NO ωB97M-V/def2-TZVPD
C -1.0378 -0.4693 1.1381
C -0.3139 -0.5566 -0.2122
N -0.8264 0.4753 -1.1253
C 1.1504 -0.2153 -0.1863
C 1.3029 1.0929 -0.3678
O 0.2031 1.7141 -0.8580
H -1.0428 0.5700 1.4812
H -0.5452 -1.0844 1.8985
H -2.0810 -0.7999 1.0483
H -0.4165 -1.5723 -0.6226
H -0.5214 0.1318 -2.0494
H 1.9414 -0.9332 -0.1007
H 2.1873 1.6470 -0.0439
```

# 3
# C32H47N5O3P

A cluster of 2 separate species, C32H47N5O3P in total at a distorted geometry (ωB97M-V/def2-TZVPD, the OMol25 dataset).

The total energy comes out at -2088.072238 a.u. As for the total charge: +1. Its energy above the lowest of the compared OMol25 structures with the same formula, charge and spin is 0.42 kcal/mol. The spin multiplicity is 1. Its LUMO energy is -5.20 eV. For the maximum force, the calculation gives 0.06779 hartree/bohr. The calculation puts the gap between HOMO and LUMO at 5.792 eV.

```
88
C32H47N5O3P ωB97M-V/def2-TZVPD
C 7.2537 1.9246 1.8225
N 6.2694 2.0914 2.8718
C 6.1075 1.1106 3.8242
O 6.7239 0.0700 3.9059
C 5.0236 1.5848 4.7722
C 5.5473 1.6700 6.2079
C 6.0344 0.3545 6.7475
C 7.3688 0.1727 7.0751
C 7.8215 -1.0393 7.5522
C 6.9421 -2.0896 7.7051
C 5.6146 -1.9295 7.3695
C 5.1652 -0.7135 6.8978
N 4.5595 2.9090 4.2547
C 3.5474 3.6148 4.8216
C 3.1208 4.8340 4.3382
C 2.1157 5.6176 4.8549
C 1.7357 6.8697 4.2856
C 2.3580 7.3831 3.1355
C 1.9857 8.5893 2.5909
N 2.6699 9.0651 1.3965
O 2.3300 10.1580 0.9067
O 3.5705 8.3530 0.9155
C 0.9731 9.3266 3.1836
C 0.3392 8.8488 4.3140
C 0.7090 7.6401 4.8600
C 5.3514 3.2618 3.0164
C 6.1779 4.5234 3.2437
C 4.4511 3.3422 1.7835
H 7.7840 0.9859 1.9748
H 6.7706 1.9003 0.8487
H 7.9716 2.7398 1.8504
H 4.1776 0.8850 4.7162
H 6.3561 2.4081 6.2377
H 4.7640 2.0624 6.8621
H 8.0546 0.9882 6.9283
H 8.8620 -1.1675 7.8019
H 7.2937 -3.0384 8.0741
H 4.9283 -2.7546 7.4701
H 4.1351 -0.5831 6.6165
H 3.0729 3.1882 5.6847
H 3.6310 5.2043 3.4755
H 1.5886 5.2764 5.7259
H 3.1436 6.8490 2.6372
H 0.6956 10.2687 2.7453
H -0.4499 9.4251 4.7715
H 0.2099 7.2672 5.7369
H 6.8556 4.3705 4.0821
H 6.7668 4.7771 2.3639
H 5.5579 5.3835 3.4761
H 3.9571 2.3851 1.6223
H 3.6784 4.0981 1.8829
H 5.0219 3.5848 0.8885
C 1.0420 1.1165 9.9502
C 0.5333 2.4923 9.4856
C 0.5390 2.5344 7.9533
C -0.9020 2.6847 9.9910
N 1.4316 3.5367 10.0871
C 2.8794 3.4846 9.7798
C 3.4978 4.8896 9.9085
N 2.4499 5.8846 10.2366
C 2.6383 7.3006 9.7674
C 3.9679 7.8112 10.3491
C 1.5001 8.1823 10.2958
C 2.6874 7.4048 8.2386
P 0.9972 5.1622 9.5132
H 1.6970 4.9367 8.3186
H 1.0748 1.0627 11.0377
H 0.3964 0.3169 9.5912
H 2.0455 0.9243 9.5730
H 0.1636 3.4857 7.5820
H 1.5376 2.3789 7.5521
H -0.0971 1.7477 7.5505
H -1.3226 3.6200 9.6277
H -1.5429 1.8741 9.6457
H -0.9336 2.6990 11.0787
H 3.3605 2.7562 10.4491
H 3.0043 3.0963 8.7598
H 4.2688 4.9275 10.6920
H 3.9921 5.1879 8.9744
H 4.8088 7.2370 9.9632
H 4.1349 8.8552 10.0900
H 3.9733 7.7271 11.4352
H 0.5470 7.8968 9.8558
H 1.4129 8.0996 11.3774
H 1.6803 9.2286 10.0515
H 1.7451 7.0954 7.7923
H 2.8737 8.4336 7.9341
H 3.4820 6.7927 7.8185
```

# 4
# C2H6ClN2

A cluster of 2 separate species, C2H6ClN2 in total at a distorted geometry (ωB97M-V/def2-TZVPD, the OMol25 dataset).

The total energy comes out at -649.131800 a.u. As for the total charge: +1. Its energy above the lowest of the compared OMol25 structures with the same formula, charge and spin is 88.40 kcal/mol. The spin multiplicity is 1. Its LUMO energy is -5.20 eV. For the maximum force, the calculation gives 0.09701 hartree/bohr. The calculation puts the gap between HOMO and LUMO at 9.581 eV.

```
11
C2H6ClN2 ωB97M-V/def2-TZVPD
C -1.3863 -0.2221 0.0422
C 1.3845 0.5940 0.0112
N 0.1332 1.2033 -0.1759
N -0.9297 -1.3892 -0.2261
Cl -2.8973 0.2602 0.3344
H 2.0896 1.4340 0.0080
H 1.5432 0.0681 0.9576
H 1.6384 -0.0262 -0.8474
H -0.1395 1.7934 0.6075
H 0.0660 -1.4867 -0.4284
H -1.5020 -2.2288 -0.2832
```

# 5
# C15H59N9O13

A cluster of 13 separate species, C15H59N9O13 in total at a distorted geometry (ωB97M-V/def2-TZVPD, the OMol25 dataset).

The total energy comes out at -2077.437533 a.u. As for the total charge: +1. Its energy above the lowest of the compared OMol25 structures with the same formula, charge and spin is 82.01 kcal/mol. The spin multiplicity is 2. Its LUMO energy (alpha / beta) is -2.81 / -8.88 eV. For the maximum force, the calculation gives 0.13185 hartree/bohr. The calculation puts the gap between HOMO and LUMO (alpha / beta) at 8.087 / 2.011 eV.

```
96
C15H59N9O13 ωB97M-V/def2-TZVPD
C 0.7336 0.3957 4.7851
O 1.5868 0.7292 5.5795
N 0.6101 0.8029 3.5253
N -0.3168 -0.3034 5.0804
H 1.4023 1.3093 3.1562
H -0.1242 0.4254 2.9436
H -1.2005 -0.0067 4.6917
H -0.3100 -0.7189 6.0009
C -0.5959 0.2559 -0.3591
O -1.4656 -0.4343 -0.0217
N -0.6264 1.1715 -1.2897
N 0.6120 0.3913 0.1436
H -1.4593 1.1939 -1.8606
H 0.0833 1.8897 -1.3129
H 1.3395 1.0289 -0.1467
H 0.7735 -0.3446 0.8163
C 0.1555 5.4546 -1.9948
O -0.2090 6.6049 -2.0337
N 0.7876 4.8610 -2.9863
N -0.0097 4.8020 -0.8895
H 1.1184 3.9114 -2.8917
H 0.8919 5.3610 -3.8576
H -0.3554 5.2792 -0.0692
H 0.3618 3.8680 -0.7908
C -3.4115 -5.0919 1.4452
C -2.8881 -4.0668 2.4563
C -2.0294 -4.5345 3.5808
O -2.8051 -5.4884 4.2844
C -2.0756 -6.0963 5.3564
N -2.0443 -3.2328 1.6717
H -4.2102 -4.7113 0.8086
H -3.6507 -6.0104 1.9812
H -2.6827 -5.3711 0.6844
H -3.7967 -3.5699 2.7963
H -1.5587 -3.7456 4.1674
H -1.1839 -5.0761 3.1567
H -2.6690 -6.9158 5.7618
H -1.8456 -5.4142 6.1749
H -1.1382 -6.5354 5.0151
H -2.5559 -3.1469 0.8051
H -2.0855 -2.2989 2.0541
C 3.3779 1.8808 2.2091
C 4.8673 2.5245 1.9401
C 4.8340 3.9880 1.4398
O 3.8497 4.1684 0.5444
C 3.5682 5.5598 0.1530
N 5.6708 2.5401 3.0928
H 2.6873 2.1630 1.4144
H 2.8837 2.1817 3.1328
H 3.4359 0.7923 2.2033
H 5.2453 1.9912 1.0679
H 5.8136 4.2136 1.0184
H 4.6971 4.7506 2.2065
H 4.4274 5.9075 -0.4206
H 3.1995 6.3107 0.8517
H 2.8071 5.4032 -0.6114
H 5.9243 1.5861 3.3069
H 6.5417 3.0210 2.9185
C 0.7412 -1.0044 -5.2689
C 0.1067 -2.4782 -5.1619
C -1.1058 -2.5623 -4.2596
O -2.0962 -1.6743 -4.5926
C -2.8416 -1.0122 -3.5656
N 0.1727 -2.9931 -6.5377
H 1.3347 -0.6633 -4.4206
H -0.0655 -0.2903 -5.4347
H 1.4817 -1.0573 -6.0669
H 0.8298 -3.1134 -4.6503
H -0.7857 -2.3601 -3.2375
H -1.6657 -3.4957 -4.3191
H -2.2192 -0.3248 -2.9926
H -3.2595 -1.8164 -2.9601
H -3.7208 -0.5615 -4.0260
H 0.2155 -2.1490 -7.0907
H -0.6396 -3.5549 -6.7490
O -2.6940 -0.5672 3.4825
H -3.1459 0.2333 3.7495
H -2.7893 -0.5905 2.5304
O -0.1652 -3.0402 -0.1415
H -0.8751 -3.5591 0.2368
H -0.3213 -2.1514 0.1777
O -1.1651 1.8605 -4.3993
H -0.3869 2.3909 -4.5706
H -0.9803 1.0205 -4.8195
O -3.7914 1.9451 -2.7244
H -3.2284 1.7184 -3.4646
H -4.2667 2.7238 -3.0140
O -4.5280 0.3254 -0.6103
H -3.6194 0.1925 -0.3400
H -4.4722 0.9287 -1.3513
O 2.2472 2.3043 -1.1424
H 2.9849 1.7067 -1.0200
H 2.4522 3.0557 -0.5860
O 2.2263 -1.3933 1.2858
H 2.1630 -2.3451 1.2072
H 2.8892 -1.2519 1.9616
```

# 6
# C12H29N4O7PSc

A structure of composition C12H29N4O7PSc at a distorted geometry (ωB97M-V/def2-TZVPD, the OMol25 dataset).

The total energy comes out at -2322.143418 a.u. As for the total charge: +1. The spin multiplicity is 1. Its LUMO energy (alpha / beta) is -4.15 / -4.15 eV. For the maximum force, the calculation gives 0.07176 hartree/bohr. The calculation puts the gap between HOMO and LUMO (alpha / beta) at 6.362 / 5.877 eV.

```
54
C12H29N4O7PSc ωB97M-V/def2-TZVPD
O -0.4531 -0.1992 -3.8365
H -0.4034 0.0853 -4.7663
Sc 0.0535 -0.0137 -1.0675
N -0.2894 1.9236 0.5072
N 0.8534 1.8873 -1.6147
N -1.7042 -0.6653 0.1951
N -0.8254 -2.0053 -1.8131
O -1.0717 1.9914 1.5541
O -2.5420 0.0924 0.9702
O -0.6840 -2.6248 -3.0371
O 1.6657 0.9420 -2.0664
C 1.3550 2.8532 -0.7711
C 0.6472 2.9081 0.4443
C -1.9677 -1.9857 0.2304
C -1.5443 -2.7093 -0.9367
C 0.8797 3.8473 1.5690
H 1.2260 3.3079 2.4625
H -0.0449 4.3744 1.8310
H 1.6404 4.5896 1.3117
C 2.5204 3.6884 -1.1361
H 2.5643 3.8174 -2.2250
H 3.4715 3.2193 -0.8222
H 2.4580 4.6871 -0.6800
C -2.8213 -2.6162 1.2809
C -2.0275 -4.0886 -1.1940
H -3.1642 -1.8502 1.9829
H -2.2572 -3.3889 1.8239
H -3.6901 -3.0989 0.8140
H -1.4836 -4.5311 -2.0283
H -3.1016 -4.0923 -1.4234
H -1.9001 -4.7002 -0.2945
H -1.9219 0.9183 1.2738
H -0.5687 -1.8299 -3.6335
C -1.3816 0.6795 -3.1187
H -0.8982 1.6567 -2.9597
H -1.7297 0.2150 -2.1586
H -2.2985 0.8432 -3.7075
O -4.3510 2.1242 -0.0476
H -3.8200 1.3824 0.3163
H -3.6743 2.7828 -0.2730
C 1.0993 -0.4842 2.9142
P 2.1463 -0.9715 1.5393
C 3.6148 0.0604 1.5484
C 2.5895 -2.7057 1.6399
O 1.3865 -0.7745 0.2250
H 0.4807 0.3789 2.6385
H 1.7321 -0.2282 3.7697
H 0.4409 -1.3157 3.1937
H 4.0997 0.0429 2.5321
H 4.3224 -0.3098 0.7983
H 3.3431 1.0961 1.3065
H 1.6768 -3.3096 1.5520
H 3.2588 -2.9436 0.8044
H 3.0938 -2.9528 2.5821
```